Entry from the OMol25 dataset: C10H33F2NO15S2 as an isolated structure at a distorted geometry (ωB97M-V/def2-TZVPD).

Geometry as XYZ:
```
63
Properties=species:S:1:pos:R:3:forces:R:3
O 1.13770 0.00706 0.24590 0.5 -0.2 -0.4
H 0.78514 0.78742 0.65150 -1.0 0.7 0.2
H 2.00358 -0.49360 1.44937 -1.0 -0.1 -2.0
H 1.26098 0.26581 -0.68569 0.3 0.1 -0.1
N 2.46499 -1.14973 2.05654 1.2 -1.6 2.2
S 2.49950 -2.81464 1.92761 0.2 1.1 -0.4
O 2.37135 -3.02683 0.55899 -1.1 -0.8 -1.7
O 1.76299 -3.50947 2.92023 1.0 0.6 -0.2
F 4.03171 -2.88540 2.10880 0.3 -0.9 1.1
S 2.98837 -0.43605 3.36831 -1.1 -2.7 4.5
O 3.41986 0.84293 3.03331 0.1 2.1 -0.4
O 3.78058 -1.28835 4.24777 -2.1 1.6 -1.9
F 1.42916 -0.26986 4.10852 2.9 0.0 -1.0
C -1.39032 -2.55306 -2.55030 -1.1 -0.1 -0.1
C -2.92676 -2.88548 -2.39785 0.8 0.8 -0.2
O -3.25810 -4.26999 -2.36315 0.4 0.4 -0.8
O -0.90519 -2.93853 -3.83121 0.0 0.1 0.3
H -0.97026 -3.13233 -1.74283 0.9 -0.2 0.3
H -1.06913 -1.48209 -2.45103 -0.9 -0.9 0.2
H -3.44268 -2.40289 -3.21609 -0.3 -0.4 -0.6
H -3.35842 -2.41127 -1.53284 0.1 0.4 0.8
H -2.96130 -4.67453 -1.54632 0.1 0.2 0.3
H -0.84294 -3.89466 -3.85973 -0.1 -0.2 -0.1
C -2.23382 1.69307 0.85626 1.4 1.3 -0.4
C -3.51088 1.80963 0.07621 -1.3 -0.4 0.5
O -3.11153 2.04736 -1.28720 -0.2 0.1 0.3
O -1.51234 0.58371 0.43568 0.5 -1.3 -0.3
H -2.23061 1.52119 1.93856 -1.0 0.6 -0.2
H -1.64064 2.62406 0.61050 -0.5 -0.6 0.5
H -4.20792 2.60818 0.45752 0.7 -0.6 -0.4
H -4.00925 0.81629 0.16103 0.0 0.6 -0.2
H -3.86220 1.95143 -1.88018 -0.2 0.1 0.3
H -1.36434 0.55478 -0.52062 0.0 0.4 0.0
C -0.05039 0.92512 -3.54372 -0.6 2.2 -0.5
C 1.02454 1.95798 -3.22509 0.7 -1.0 2.3
O 1.85654 1.35594 -2.12299 0.0 1.4 -0.9
O -0.94104 0.82710 -2.43895 0.5 -0.2 0.0
H 0.31285 -0.03014 -3.76334 1.1 -1.5 -0.2
H -0.55891 1.24516 -4.47186 -0.1 0.0 0.4
H 0.60940 2.90808 -2.85847 -0.3 -0.4 -0.1
H 1.73218 2.20508 -3.98163 0.1 -0.2 -1.2
H 2.64214 1.94864 -1.99350 -1.0 -0.8 0.1
H -1.83985 1.02285 -2.69043 -0.3 0.3 0.0
C -2.26137 -2.26017 2.38563 0.7 1.1 0.0
C -2.81367 -1.65098 3.67627 -0.4 -2.1 0.3
O -3.68859 -0.58633 3.44763 -0.5 0.8 -0.2
O -3.31644 -2.76197 1.54093 0.5 0.8 -0.8
H -1.48313 -3.02040 2.62730 -0.8 0.2 -0.2
H -1.74157 -1.41654 1.87276 -0.3 -0.6 0.1
H -1.97466 -1.29751 4.27446 0.0 0.3 -0.1
H -3.29107 -2.47241 4.30716 0.2 0.9 -0.7
H -4.34149 -0.76221 2.74738 0.6 -0.5 0.4
H -3.26712 -2.25529 0.68831 0.0 -0.8 1.3
C 3.80090 3.02955 0.75039 0.0 -0.1 0.2
C 4.74558 3.98359 0.12580 0.8 1.5 -1.3
O 4.65939 4.01413 -1.33831 0.3 -1.4 0.9
O 3.92415 1.69469 0.26859 0.1 0.9 -0.2
H 2.85813 3.51388 0.55914 -1.1 -0.5 -0.4
H 3.91908 3.08495 1.82249 0.3 -0.2 0.5
H 5.80211 3.92588 0.46584 -0.6 -0.2 -0.3
H 4.35396 4.98560 0.37706 0.5 -0.3 0.3
H 4.91897 3.10916 -1.61664 -0.1 0.8 0.1
H 3.28206 1.18239 0.76023 0.0 -0.3 0.0
```
Positions in Å, forces in eV/Å.

Calculated values
- charge = 0
- HOMO-LUMO gap (eV) = 10.13

=====

Entry from the OMol25 dataset: a 8-piece molecular cluster, C10H34ClN14O7 overall at a distorted geometry (ωB97M-V/def2-TZVPD).

Geometry as XYZ:
```
66
Properties=species:S:1:pos:R:3:forces:R:3
C 0.23315 -0.91037 0.68770 0.3 -1.1 0.5
C -0.99767 -1.82934 1.00812 -0.7 2.5 -0.2
C -2.29997 -0.95918 0.91440 0.3 -1.5 1.4
Cl -2.64703 -0.72936 -0.89707 0.1 0.7 -0.7
H 0.44796 -0.28182 1.56434 -0.1 -0.2 -0.2
H 0.05695 -0.22224 -0.14770 0.0 -0.3 0.0
H 1.12353 -1.55197 0.50571 0.0 0.5 -0.1
H -1.03634 -2.67273 0.32103 -0.1 -0.1 0.3
H -0.94004 -2.13417 2.06949 0.1 -0.2 -0.8
H -2.02387 0.00093 1.39720 -0.2 0.1 -0.9
C -4.51619 3.63621 -1.88690 0.0 -0.2 0.0
O -5.13428 4.50273 -2.50953 0.2 0.0 -0.1
N -3.58390 3.94094 -0.94382 0.1 0.2 0.1
N -4.70334 2.31014 -2.09268 -0.1 0.1 -0.2
H -3.06612 3.24993 -0.42802 0.0 -0.1 0.0
H -3.41416 4.91089 -0.76408 0.0 0.0 0.0
H -5.37531 2.03826 -2.78360 0.0 0.0 0.0
H -4.19660 1.60333 -1.59321 0.2 -0.4 0.1
C -3.78462 4.37798 -6.48738 -0.2 0.0 -0.2
O -3.87112 4.45277 -7.70851 0.1 0.0 0.2
N -2.60551 4.11627 -5.85224 0.2 0.0 0.0
N -4.85486 4.54326 -5.66316 0.0 0.0 0.1
H -2.51401 4.04821 -4.85617 -0.1 0.0 0.0
H -1.79474 3.97983 -6.42565 0.0 -0.1 0.0
H -5.73829 4.72938 -6.09444 0.0 0.0 -0.1
H -4.80486 4.48650 -4.65682 -0.1 0.1 0.1
C 1.24545 -3.52969 4.20513 -0.4 0.1 -0.3
O 0.58830 -2.70305 3.60712 0.4 0.1 0.5
N 2.18957 -3.19521 5.14158 0.2 0.1 0.2
N 1.08974 -4.86796 3.97735 0.0 -0.4 -0.1
H 2.74064 -3.86495 5.64145 0.0 -0.1 0.0
H 2.32719 -2.21950 5.32297 0.0 0.1 -0.1
H 0.40334 -5.13500 3.28755 0.0 0.1 -0.1
H 1.61213 -5.57975 4.44901 0.0 0.0 0.1
C 1.46075 2.82790 1.44063 -0.4 -0.4 0.0
O 0.25856 2.64208 1.35670 0.2 0.3 0.0
N 2.06416 3.95220 0.94089 0.1 0.3 -0.1
N 2.30232 1.93748 2.03608 0.0 0.1 0.2
H 3.04804 4.12691 0.99587 0.0 -0.1 0.0
H 1.47442 4.62683 0.49450 0.0 0.0 0.0
H 1.89453 1.09891 2.40641 0.0 -0.1 -0.1
H 3.29194 2.07145 2.11662 0.0 -0.1 0.0
C -0.16988 0.23363 -5.13018 -0.2 0.2 -0.1
O 0.10105 0.93794 -6.09794 0.0 -0.1 0.2
N -1.37661 0.26698 -4.50778 -0.1 -0.1 0.0
N 0.72532 -0.64533 -4.59248 0.2 -0.2 0.0
H -1.60940 -0.30436 -3.71166 0.0 0.1 0.2
H -2.06195 0.90275 -4.86827 0.0 0.0 0.0
H 1.62795 -0.69818 -5.02086 0.0 0.0 0.0
H 0.52617 -1.22535 -3.79833 -0.1 0.1 0.1
C 0.73078 -5.23282 0.27004 -0.3 0.3 0.2
O -0.20386 -4.80703 0.92293 0.2 -0.6 0.1
N 0.55588 -5.90752 -0.90670 -0.1 -0.2 -0.2
N 2.02983 -5.06242 0.65885 0.2 -0.1 0.2
H 1.30818 -6.26177 -1.46354 0.1 0.1 0.0
H -0.38666 -6.04149 -1.21965 0.0 0.1 0.0
H 2.18774 -4.56146 1.51452 -0.1 0.1 0.0
H 2.81631 -5.39674 0.13812 0.0 0.0 -0.1
C 4.62677 0.27521 4.94813 -0.2 0.1 -0.3
O 4.55320 0.34218 3.73258 0.1 0.0 0.2
N 5.80854 0.06762 5.60115 0.2 0.0 0.1
N 3.52986 0.40226 5.75072 -0.2 -0.1 0.0
H 5.89215 0.00934 6.59697 0.0 0.0 0.0
H 6.63093 -0.02995 5.03764 0.0 0.0 0.0
H 2.64648 0.55844 5.29855 0.0 0.1 0.0
H 3.56135 0.35300 6.75025 0.0 0.0 0.0
```
Positions in Å, forces in eV/Å.

Calculated values
- charge = -1
- HOMO-LUMO gap (eV) = 2.98

=====

Entry from the OMol25 dataset: a 8-piece molecular cluster, C10H34N14O8 overall at a distorted geometry (ωB97M-V/def2-TZVPD).

Geometry as XYZ:
```
66
Properties=species:S:1:pos:R:3:forces:R:3
C -2.21109 -3.76111 -3.45235 0.2 -0.6 3.5
C -1.60463 -3.41823 -2.02937 -1.7 -0.3 -1.6
N -2.46866 -3.09812 -1.03654 1.2 -0.3 -0.3
O -0.40491 -3.49963 -1.90018 1.4 0.2 0.6
H -3.27394 -3.70581 -3.34884 -0.8 -0.5 -0.3
H -1.80425 -4.76003 -3.61402 -0.4 0.1 -0.6
H -1.92698 -3.04914 -4.15661 0.9 1.1 -1.2
H -2.06072 -2.90551 -0.12138 -0.3 0.2 -0.1
H -3.44930 -3.22415 -1.16489 -0.3 0.2 0.0
C -0.11489 5.49937 0.42991 -0.3 3.2 -1.4
C 0.30185 4.12688 0.33214 1.9 -1.6 -0.5
N -0.15441 3.22593 1.19694 -1.1 1.7 -0.5
O 1.21369 3.84529 -0.46531 -0.2 -0.2 -0.1
H 0.84781 6.11353 0.41869 -1.5 -0.6 0.7
H -0.91977 5.76791 1.09715 0.5 -0.1 1.2
H -0.62448 5.86660 -0.47986 0.5 -0.7 -0.3
H -0.71620 3.56384 1.96903 0.3 -0.7 0.0
H 0.28368 2.34360 1.15647 0.2 -1.4 0.1
N 3.72979 -4.50556 0.39379 -0.6 0.5 0.7
C 2.58965 -3.91147 0.98467 0.3 -1.1 -0.2
N 1.36385 -4.37649 0.55799 0.7 -0.1 -1.1
O 2.75078 -3.08340 1.88700 -0.3 -0.3 -0.6
H 4.51307 -4.50032 1.04813 -0.3 0.1 -0.5
H 3.65914 -5.34139 -0.17797 -0.3 0.3 0.4
H 0.52169 -3.92951 0.85323 -0.2 0.8 0.7
H 1.22430 -4.56654 -0.43843 0.5 -0.2 0.4
N 3.05757 -0.77469 -0.10893 -1.1 0.4 1.6
C 2.52750 0.45339 0.23479 1.4 -1.9 -1.7
N 3.00764 1.40214 -0.58024 -0.8 1.9 0.3
O 1.68500 0.59501 1.08511 -0.8 0.8 1.2
H 2.89898 -1.52979 0.54817 0.3 -0.1 -0.4
H 3.56519 -0.83765 -0.95204 0.5 -0.6 -0.5
H 3.78307 1.19975 -1.15652 0.6 0.2 -0.4
H 2.68690 2.35644 -0.42049 0.1 -0.1 -0.3
N 1.01974 3.05618 5.68815 -0.4 1.1 1.1
C 0.60576 2.82894 4.40075 0.2 -0.8 -0.5
N 1.40001 1.89512 3.75842 0.1 0.2 0.0
O -0.39723 3.25469 3.81452 0.8 0.0 1.9
H 0.54321 3.70489 6.33010 0.1 -0.6 -1.1
H 1.96411 2.84111 5.99709 -0.5 -0.1 -0.5
H 2.30197 1.59321 4.10504 -0.3 0.3 0.2
H 1.37167 1.96900 2.75807 0.0 -0.3 -0.3
N 0.39903 -0.47114 -2.29478 -0.9 -0.6 -1.2
C -0.23171 0.61261 -2.85254 0.6 -0.5 0.3
N 0.02913 1.75246 -2.18565 1.4 2.4 0.2
O -0.96037 0.57349 -3.83636 -0.2 -0.4 -0.1
H -0.02558 -1.32422 -2.65240 0.6 -0.1 0.6
H 0.67841 -0.45741 -1.32606 -0.2 -0.1 0.0
H -0.10520 2.61331 -2.72882 -0.4 -0.7 0.3
H 0.97625 1.81883 -1.77893 -0.9 -0.2 0.1
N -3.52142 0.63736 -2.06173 1.1 0.4 -0.8
C -4.40780 0.20769 -3.00479 -0.9 -0.1 3.1
N -3.89550 -0.00703 -4.20410 0.9 -0.4 -2.1
O -5.57041 -0.01454 -2.67586 -0.2 -0.1 -0.6
H -2.57777 0.82494 -2.35168 0.0 0.0 0.2
H -3.75338 0.72417 -1.10257 -0.5 0.0 0.3
H -4.47453 -0.57743 -4.78575 -0.1 0.0 -0.3
H -2.89220 0.00652 -4.39144 -0.4 0.1 0.3
N 0.52214 -1.46545 2.79359 0.0 -0.6 -1.3
C -0.58923 -1.06578 2.09071 -1.0 -2.3 -1.8
N -1.05474 0.21913 2.23861 -1.5 0.4 -0.5
O -1.14351 -1.90654 1.29753 1.2 2.3 1.5
H 0.90605 -0.72716 3.34343 0.7 0.3 0.1
H 1.22740 -2.04784 2.21017 -1.4 1.1 1.7
H -0.88563 0.80775 3.03287 0.7 -0.2 0.3
H -1.93562 0.54202 1.78517 1.2 -1.2 0.3
```
Positions in Å, forces in eV/Å.

Calculated values
- charge = 0
- HOMO-LUMO gap (eV) = 9.31